(1)
C2H3O3S | wB97M-V/def2-TZVPD

```
! wB97M-V def2-TZVPD RIJCOSX def2/J DEFGRID3
* xyz -1 1
O -4.271 0.941 0.769
O -0.258 0.132 0.012
H 1.603 -0.109 0.166
H -1.605 1.216 0.701
C 0.825 -0.404 -0.498
O -4.091 -1.311 -0.244
C -1.543 0.318 0.101
H 0.829 -1.418 -1.007
S -3.908 0.123 -0.375
*
```

Results
E_LUMO (spin up / spin down)   3.79 / 3.79 eV
Relative energy (zero: lowest compared OMol25 entry of this formula, charge and spin)   145.3 kcal per mole
Gap between HOMO and LUMO (spin up / spin down)   6.38 / 6.49 eV

=====

(2)
C26H26F6O2PRuS3Sb | wB97M-V/def2-TZVPD

```
! wB97M-V def2-TZVPD RIJCOSX def2/J DEFGRID3
* xyz 2 5
H 4.443 2.413 2.809
H -2.431 0.816 -5.537
O -3.300 -2.214 -0.387
H 0.308 2.756 -2.151
H -1.378 1.037 2.398
S -2.186 1.836 -0.643
H 0.106 1.244 -5.152
H -2.527 3.933 -1.698
C 3.596 1.825 3.138
H -4.713 1.249 -3.379
C 3.211 -3.870 1.381
H -0.168 4.411 -2.566
C 2.188 1.003 4.915
H 0.571 -0.272 4.333
H 1.945 0.948 5.967
H 2.926 -2.224 2.739
H -0.463 -3.170 2.173
F 4.429 1.166 -2.684
C -0.775 -1.034 2.201
C -3.277 -1.629 3.264
C 1.743 0.387 2.637
C -0.529 3.388 -2.432
F 2.778 2.295 -0.754
H -4.246 -1.864 3.683
P 0.802 -0.565 1.452
F 1.991 2.413 -3.253
S -2.815 -0.219 -3.395
H -4.410 2.397 -1.266
C -2.394 -2.658 2.948
F 2.995 -0.344 -0.897
C -0.625 1.212 -4.332
C 1.284 -2.683 -0.192
C 2.617 -2.686 1.810
Sb 2.668 1.034 -2.143
Ru -0.793 -0.376 -0.410
O 0.050 -2.091 -2.194
H -3.222 2.144 -3.481
S -1.051 2.921 -4.091
F 0.747 0.874 -1.515
H -2.677 -3.687 3.126
H -3.599 0.495 3.325
C -2.917 -0.301 3.058
C 0.315 -1.980 -1.041
C 3.275 1.755 4.487
C 1.878 -3.863 -0.625
H -1.226 3.981 -0.525
C -1.628 3.413 -1.364
C -1.815 0.335 -4.778
C 2.843 -4.456 0.176
C -3.700 1.295 -2.975
C 1.638 -2.102 1.025
C -2.393 -1.548 -0.420
H -1.398 -0.570 -5.219
H 3.324 -5.369 -0.149
H -0.133 0.820 -3.450
C 2.832 1.145 2.204
C -1.674 0.001 2.529
C 1.413 0.318 3.995
C -3.770 1.539 -1.476
H -4.205 0.686 -0.955
F 2.140 -0.213 -3.437
H 3.976 -4.332 1.990
C -1.151 -2.369 2.414
H 3.081 1.204 1.155
H 1.601 -4.290 -1.580
H 3.876 2.289 5.211
*
```

Results
E_LUMO (spin up / spin down)   -5.98 / -9.61 eV
Relative energy (zero: lowest compared OMol25 entry of this formula, charge and spin)   19.0 kcal per mole
Gap between HOMO and LUMO (spin up / spin down)   7.94 / 4.96 eV

=====

(3)
C24H46N6O10 | wB97M-V/def2-TZVPD

```
! wB97M-V def2-TZVPD RIJCOSX def2/J DEFGRID3
* xyz 0 1
C 2.970 -3.949 -5.132
H -1.445 6.919 -2.414
C -0.408 -2.278 -1.683
O 4.189 -3.622 3.228
H -0.856 3.070 -1.006
O -7.789 -2.206 2.453
N 2.123 -3.737 2.271
H 2.489 -4.045 4.251
H -7.801 -2.502 0.463
N 2.144 -2.881 -4.666
C -0.268 0.144 -1.538
H -5.542 -1.880 3.189
C -7.223 -2.315 1.384
C -1.732 1.664 3.345
H 2.718 -4.232 0.364
H -2.194 3.128 -2.091
H -4.179 -2.639 2.331
H -2.339 5.876 -3.517
H 0.063 -3.648 1.764
C -1.379 1.176 4.524
H 5.259 3.740 -0.948
C -1.593 3.753 -1.413
H 1.720 -2.824 0.420
C 0.756 -4.141 2.449
H -4.291 -2.476 -0.131
H 5.612 0.645 0.260
H 3.820 -3.535 -5.702
H -2.122 -2.095 0.243
H 0.526 -3.634 -5.658
H -4.575 -0.896 2.158
H 2.224 1.695 -0.463
C 0.886 -2.725 -5.149
O 0.191 -1.739 -5.002
H -1.047 -1.013 0.967
H -5.844 -3.164 -0.658
H 2.158 -1.058 -3.593
H 0.073 0.074 -2.570
H 0.206 -2.087 -2.572
C -1.647 -1.131 0.052
C 2.990 -3.805 3.295
H 3.740 -1.630 -4.095
C 2.531 -3.315 0.952
N -0.851 -1.119 -1.123
H -2.194 4.052 -0.558
O 3.872 -0.126 -0.464
C 2.758 -1.952 -3.741
C 0.041 3.462 3.497
H -1.984 0.472 5.080
N -5.895 -2.190 1.175
O 1.124 3.714 5.555
O -1.066 2.944 1.477
C -0.904 2.726 2.659
N -1.053 4.853 -2.185
C 0.319 3.048 4.732
C 2.881 2.538 -0.307
C -0.231 1.746 5.246
C -4.984 -1.910 2.253
H -2.794 1.656 1.786
H 2.562 3.096 0.584
H 0.502 5.723 -3.180
H -5.508 -1.429 -0.789
H 5.019 3.824 0.769
H -2.489 -0.437 0.025
H 6.262 2.685 -0.025
H 2.901 -2.436 -2.770
H 2.454 -4.495 -5.924
H 0.437 4.385 3.094
H 0.331 -3.970 3.441
H 2.822 3.261 -1.121
H 1.314 3.158 6.328
C 4.586 0.788 -0.125
C -5.366 -2.319 -0.166
H 3.381 -4.596 -4.360
O 0.980 3.866 -2.525
H -0.959 0.976 -1.442
H 3.467 -2.774 0.876
O -0.623 -3.363 -1.188
C 5.271 3.126 -0.032
C 0.217 4.809 -2.627
N 4.251 2.106 -0.137
H 0.604 0.353 -0.906
H 0.623 -5.216 2.254
C -1.946 5.954 -2.499
H -2.789 5.937 -1.815
O 0.305 1.190 6.173
O -2.760 1.204 2.643
*
```

Results
E_LUMO   -1.62 eV
SMILES   O=C1C=C(O)C(=O)C=C1O.CN(C)C=O.CN(C)C=O.CN(C)C=O.CN(C)C=O.CN(C)C=O.CN(C)C=O
Gap between HOMO and LUMO   7.23 eV

=====

(4)
C14H51N19O11P | wB97M-V/def2-TZVPD

```
! wB97M-V def2-TZVPD RIJCOSX def2/J DEFGRID3
* xyz -1 1
H -6.164 4.168 -0.587
H -2.430 -0.184 -1.070
C -0.107 3.633 0.032
H -1.152 2.863 1.895
N 4.012 6.659 2.801
H 5.498 -3.590 -3.108
H -0.286 4.532 -0.733
O -1.561 1.282 0.151
H 0.480 4.108 0.936
O -3.054 -8.140 -0.334
N -2.903 -1.401 1.857
H -3.370 5.392 -3.985
O -4.051 -4.550 4.949
H 4.903 -0.217 5.025
C -4.176 -5.710 5.307
H -3.468 -3.294 3.381
H 0.262 2.003 -1.623
O 4.172 4.961 1.329
H -2.606 -0.706 1.184
C 0.852 2.553 -0.743
H -1.132 -6.641 0.064
C -2.920 2.091 -1.720
H 6.417 -0.953 4.589
H 4.423 -2.454 -5.972
H 1.691 3.193 -1.300
N -1.952 -6.175 -0.304
H 5.629 -2.736 -4.752
H -4.794 -7.001 6.819
O 6.990 -1.685 -1.059
H -3.691 0.851 0.124
N 5.302 -2.862 -5.700
H -4.486 3.965 -0.179
H 1.784 5.652 3.297
H -4.929 -6.802 -1.223
H 0.967 0.526 0.293
H 7.203 -3.368 -2.853
H -3.078 5.413 -6.270
N -2.820 -3.521 2.646
C 6.085 -3.577 -6.528
H -4.026 1.938 -2.094
C 1.649 1.503 0.230
H -2.160 4.657 -2.976
H 1.927 4.348 2.155
H 3.507 7.166 3.509
N 6.248 -3.136 -2.615
N -3.818 -6.752 4.536
H 3.998 -2.386 -1.839
C -3.034 -6.937 -0.542
H 6.159 -4.245 -8.431
N -2.205 4.930 -6.143
N -4.094 -6.266 -1.030
N 1.873 1.981 1.648
H 2.832 1.768 2.005
H -3.045 2.703 1.320
H -4.966 -5.296 7.118
H -1.652 4.693 -6.956
N 4.775 -1.953 -1.368
H -2.461 -4.464 2.582
O 7.148 -4.063 -6.176
C 6.063 -2.224 -1.643
C -2.393 -2.639 1.725
O -1.605 -2.937 0.841
H 4.591 -1.272 -0.643
H 4.727 -3.321 -8.085
C -5.691 4.057 1.437
O -0.653 3.983 -4.812
O -4.807 3.932 2.269
C 3.541 5.559 2.186
H -7.730 4.299 1.097
H 4.929 6.985 2.524
N 2.319 5.172 2.593
N 6.139 -0.648 2.128
P -1.807 2.958 0.586
C 5.228 -0.248 3.034
H -3.913 -7.715 4.813
N -5.449 4.066 0.114
H 1.147 1.593 2.291
N -2.492 4.909 -3.898
H 7.005 -1.101 2.366
H -1.917 -5.183 -0.469
H -7.213 4.193 2.754
O 4.184 0.301 2.721
H -3.552 -1.136 2.579
N -4.683 -6.051 6.506
N 5.562 -0.502 4.312
H -3.432 -6.540 3.625
O -2.679 3.330 -0.914
C -2.777 0.848 -0.611
H -2.104 4.353 0.900
H -2.105 2.016 -2.558
H 5.927 -0.475 1.154
C -1.716 4.570 -4.942
H -4.097 -5.275 -1.208
N 5.601 -3.714 -7.776
H 2.641 1.194 -0.333
N -6.987 4.195 1.768
*
```

Results
E_LUMO   1.83 eV
Relative energy (zero: lowest compared OMol25 entry of this formula, charge and spin)   94.1 kcal per mole
Gap between HOMO and LUMO   5.17 eV

=====

(5)
C3H5NS | wB97M-V/def2-TZVPD

```
! wB97M-V def2-TZVPD RIJCOSX def2/J DEFGRID3
* xyz 0 1
C -0.050 0.940 -0.002
N -0.054 -1.144 -0.093
C 1.001 -0.212 -0.192
H -0.131 -1.875 0.547
C -1.080 -0.159 -0.107
H 1.532 -0.229 -1.079
H -0.164 1.779 -0.676
H 1.736 -0.297 0.699
H -0.100 1.357 0.998
S -2.690 -0.161 -0.094
*
```

Results
E_LUMO   0.55 eV
SMILES   S=C1CCN1
Relative energy (zero: lowest compared OMol25 entry of this formula, charge and spin)   19.5 kcal per mole
Gap between HOMO and LUMO   9.12 eV

=====

(6)
C6H8N2O6 | wB97M-V/def2-TZVPD

```
! wB97M-V def2-TZVPD RIJCOSX def2/J DEFGRID3
* xyz 0 3
O -1.003 -2.017 0.080
H 1.632 1.285 -1.573
H 0.308 2.849 1.109
H 0.167 0.662 1.941
H 1.083 -1.846 0.828
N -3.252 0.617 -0.066
C 0.350 0.923 0.868
C -0.934 0.564 -0.027
H -4.275 0.890 -0.062
H -1.714 -2.688 0.109
C 1.428 0.092 0.201
C 1.056 0.312 -1.264
H 2.386 0.665 0.412
C -2.940 -0.741 -0.027
O -2.181 2.635 0.005
C -2.161 1.454 -0.033
H 1.346 -0.469 -2.028
O -0.430 0.459 -1.359
O 1.742 -1.222 0.615
O 0.737 2.205 0.530
O -3.647 -1.709 -0.083
N -1.564 -0.801 0.306
*
```

Results
E_LUMO (spin up / spin down)   0.19 / -3.49 eV
Gap between HOMO and LUMO (spin up / spin down)   4.60 / 6.23 eV

=====

(7)
C4H15N2O2 | wB97M-V/def2-TZVPD

```
! wB97M-V def2-TZVPD RIJCOSX def2/J DEFGRID3
* xyz 1 1
N -0.479 1.168 0.155
O 1.292 -1.779 4.466
H 1.961 -2.071 0.943
H -0.799 1.166 -3.745
H -0.249 1.075 1.119
H 0.909 -1.052 1.877
H 1.022 0.443 -2.773
H 2.098 -2.247 4.760
H -1.749 0.949 -2.507
O -3.496 0.107 -1.210
C 0.517 0.711 -0.666
H -0.871 2.386 -2.664
H 1.998 0.558 0.856
H -2.715 -0.268 -0.866
H -0.811 2.131 0.037
C 1.068 -1.291 0.787
H 0.207 -1.850 0.356
H 2.490 -0.353 -0.597
C 0.343 0.759 -1.976
C 1.651 -0.043 0.035
H 0.745 -1.551 5.239
N -0.771 1.392 -2.673
H -4.360 -0.343 -0.954
*
```

Results
E_LUMO   -3.40 eV
Relative energy (zero: lowest compared OMol25 entry of this formula, charge and spin)   55.2 kcal per mole
Gap between HOMO and LUMO   9.78 eV

=====

(8)
CHClN2O3 | wB97M-V/def2-TZVPD

```
! wB97M-V def2-TZVPD RIJCOSX def2/J DEFGRID3
* xyz 0 1
O -1.694 -0.613 1.211
H -1.005 -0.076 -0.900
Cl 0.999 -1.640 -0.845
N -0.523 -0.815 0.986
O -0.101 1.804 0.037
O 1.825 0.845 -0.072
C -0.114 -0.364 -0.330
N 0.613 0.858 -0.087
*
```

Results
E_LUMO   -1.68 eV
SMILES   O=N[C@H](Cl)[N+](=O)[O-]
Relative energy (zero: lowest compared OMol25 entry of this formula, charge and spin)   5.0 kcal per mole
Gap between HOMO and LUMO   9.07 eV

=====

(9)
C27H47N3OPW | wB97M-V/def2-TZVPD

```
! wB97M-V def2-TZVPD RIJCOSX def2/J DEFGRID3
* xyz 1 3
H -1.593 -1.906 3.598
H -1.436 1.276 -0.840
H 3.582 2.269 -2.672
H 1.505 4.484 3.260
H 1.020 4.805 -2.485
C 1.770 3.473 2.916
H 3.063 -2.996 -1.195
C 2.059 3.741 0.330
H -5.108 -0.812 1.416
H -0.896 -2.573 -1.629
H 0.376 -1.006 0.710
C 2.557 -0.701 -4.057
C 0.072 2.745 -0.386
H 2.854 3.354 3.023
C 1.247 3.450 -0.828
C 1.373 -0.588 0.654
C 3.382 4.433 0.324
H -1.853 2.891 1.870
H -0.501 -4.634 0.627
H -0.891 -4.336 -1.285
H -1.373 1.217 1.513
C 1.835 -1.253 -2.998
N -3.148 -1.923 2.138
C -1.063 2.243 -1.227
O -1.755 -0.583 0.347
H -2.366 -3.572 -1.934
C 2.399 -2.650 -0.400
H 3.954 0.856 -4.643
C -1.508 -3.423 -1.260
C -4.134 -1.653 -1.701
H 1.176 3.092 -2.951
H 3.964 4.180 -0.575
H 2.943 0.001 2.038
H -4.758 -2.635 3.274
C 0.109 2.670 1.053
C 1.530 3.856 -2.240
H -5.031 0.241 -0.037
H 1.439 -3.175 -0.494
H -0.800 -3.432 1.904
C -1.279 -4.047 1.126
H 3.971 4.152 1.206
C 3.021 1.351 -2.807
N -1.967 -3.231 0.125
C 2.174 0.908 -1.790
H 3.238 5.524 0.338
H 1.254 0.287 2.656
H -5.054 -1.169 -2.029
C -1.010 2.180 1.902
H 2.609 3.996 -2.391
W 1.822 1.616 0.248
H 2.837 -2.914 0.561
H -1.984 -4.740 1.602
H 1.458 -2.257 -3.034
H 1.274 2.757 3.578
H 4.343 -0.765 -1.040
H 2.674 -1.261 -4.997
C 2.294 -1.136 -0.394
H 0.875 0.344 -1.642
H -6.132 -1.169 -0.004
H -0.696 2.067 2.948
H -3.482 -3.850 2.996
C 3.719 -0.613 -0.149
N -4.134 -1.694 -0.234
H -2.035 -0.314 2.917
C 3.229 0.526 -3.900
C -5.153 -0.795 0.324
H 4.161 -1.174 0.674
H 3.793 0.472 0.126
H -3.281 -1.090 -2.106
H -3.128 -1.120 4.069
C -4.039 -3.018 2.532
P -2.644 -1.762 0.559
H -4.601 -3.398 1.667
C 1.886 0.070 1.807
C -2.430 -1.286 3.237
H -0.751 2.108 -2.274
H -4.125 -2.663 -2.115
C 1.344 3.270 1.502
C 1.854 -0.546 -1.737
H -1.902 2.960 -1.211
*
```

Results
E_LUMO (spin up / spin down)   -3.42 / -3.50 eV
Relative energy (zero: lowest compared OMol25 entry of this formula, charge and spin)   89.2 kcal per mole
Gap between HOMO and LUMO (spin up / spin down)   6.42 / 6.15 eV

=====

(10)
C37H40BrClF4N3O3 | wB97M-V/def2-TZVPD

```
! wB97M-V def2-TZVPD RIJCOSX def2/J DEFGRID3
* xyz 1 1
N 1.100 -0.172 -1.736
O -4.020 1.091 -0.634
H 1.215 0.837 -1.590
C 3.655 4.367 2.034
H 9.384 -2.410 -0.811
H 3.554 0.204 1.994
H 5.738 -0.306 0.012
H -5.711 -2.043 -1.707
C 3.165 -0.366 1.193
C 8.648 -1.665 -1.083
C 0.203 4.775 3.762
H -0.200 8.111 5.588
C 0.976 -2.273 -0.649
C -9.659 -5.053 -2.090
C -8.853 -2.820 -2.201
H 1.270 -4.920 -0.313
N 2.381 -1.822 -0.782
C -9.239 -3.903 -1.438
C 2.395 3.546 0.200
C 6.600 -0.491 -0.614
H -9.211 -3.839 -0.358
H -4.265 -1.842 0.718
C -0.085 7.168 5.072
H 0.949 5.888 2.097
H 3.774 0.083 -2.873
C 2.887 3.358 1.472
C -1.527 0.723 0.244
H 0.545 0.647 0.566
C 0.164 -0.908 -0.842
C 0.409 7.142 3.775
F 5.849 1.161 -2.123
C -4.636 -1.150 -0.036
C 0.626 -3.040 0.605
C -4.682 -1.837 -1.420
H -4.239 -1.209 -2.192
C 6.782 0.231 -1.775
O -2.618 -0.082 0.663
C 0.561 5.935 3.106
H -0.473 -5.028 2.178
F -8.445 -1.693 -1.573
C -9.680 -5.106 -3.476
H -1.676 1.127 -0.756
C 2.234 -0.860 -1.870
C -8.867 -2.842 -3.580
C -3.768 0.071 -0.057
C -0.242 -0.085 0.379
H -0.348 -0.699 1.272
H 0.677 8.064 3.278
H -0.432 -2.872 0.811
H 9.666 -1.090 -2.881
H 7.967 0.611 -3.511
H 2.212 4.788 -1.530
H 1.830 -4.672 1.350
C 0.995 -4.529 0.663
Br 0.791 -3.306 -2.317
F 0.349 3.594 3.108
C 7.865 0.028 -2.605
O -1.254 -5.342 0.270
C 2.624 4.687 -0.534
N 3.125 -0.693 -2.863
H -9.973 -5.911 -1.509
C -0.433 5.983 5.705
H -1.436 1.589 0.902
C 7.544 -1.450 -0.272
C -0.169 -5.366 1.183
H -9.297 -4.041 -5.299
H 0.176 -6.394 1.301
H 3.583 6.599 -0.511
H -5.642 -0.861 0.265
H 4.505 6.316 1.763
H 4.053 4.244 3.032
C -9.283 -4.002 -4.218
F 1.630 2.553 -0.362
C 3.909 5.531 1.321
H -0.816 6.001 6.716
C 8.806 -0.925 -2.246
H 2.661 2.450 2.013
H -8.560 -1.966 -4.136
H 3.168 -1.411 -3.570
H -4.146 -2.784 -1.392
C -0.293 4.768 5.048
C 2.819 -1.025 0.254
H -10.007 -6.006 -3.979
H -1.982 -4.843 0.646
H -0.563 3.833 5.519
Cl -1.264 -1.272 -1.850
H 7.412 -2.030 0.632
H 1.168 -2.532 1.410
C 3.391 5.690 0.043
*
```

Results
E_LUMO   -4.88 eV
Gap between HOMO and LUMO   5.76 eV

=====

Electronic energy across the listed records, respectively: -19095.950; -98684.613; -55048.433; -75474.584; -15516.027; -21609.804; -11458.862; -22692.201; -46383.870; -143055.417 eV.